An isolated molecule of C4H9N3O. Source: the Open Molecules 2025 dataset; level of theory: the ωB97M-V functional and the def2-TZVPD basis.

The geometry in XYZ format:
```
17
Properties=species:S:1:pos:R:3:forces:R:3
C -0.9095 -1.0898 -0.7308 0.672 0.439 0.304
C 1.2259 -1.2053 0.9315 -0.196 0.273 0.100
C -1.4174 0.1912 -0.2555 0.188 0.358 0.864
C 0.7085 -0.4354 -0.2722 -0.286 0.086 -0.677
N -0.3122 2.2143 0.2494 0.158 -0.005 0.188
O -2.6481 0.6369 -0.0789 0.051 0.100 -0.547
N -0.3484 0.8200 0.1261 -0.402 -0.830 -0.020
N 1.4981 0.0223 -1.2111 -0.023 -0.417 -0.152
H -2.5845 1.5610 0.2306 0.027 -0.122 0.010
H 0.2808 2.5374 -0.5180 -0.065 -0.023 0.071
H 0.1794 2.4341 1.1124 -0.037 0.020 -0.100
H 2.4355 -0.3612 -1.1297 -0.066 0.064 0.095
H -1.3841 -1.9753 -0.3039 0.136 -0.005 -0.064
H -0.8241 -1.1209 -1.8137 -0.059 -0.014 0.016
H 2.0470 -0.6625 1.4071 -0.079 -0.020 -0.031
H 0.4435 -1.3988 1.6681 0.038 0.035 0.008
H 1.6096 -2.1680 0.5886 -0.057 0.061 -0.066
```
Forces are in eV/Å.

The relative energy (zero: lowest compared OMol25 entry of this formula, charge and spin) is 97.9 kcal per mole. Its LUMO energy is 0.55 eV. For the HOMO-LUMO gap, the calculation gives 7.822 eV.

***

A structure of composition C18H16F3N3O6SZn at a distorted geometry. Source: the Open Molecules 2025 dataset; level of theory: the ωB97M-V functional and the def2-TZVPD basis.

The geometry in XYZ format:
```
48
Properties=species:S:1:pos:R:3:forces:R:3
Zn 0.2463 0.0902 -0.1805 -0.632 -0.711 1.072
C 1.3268 -4.0295 -0.4916 -0.080 0.100 0.040
C 0.3657 -2.8423 -0.4958 -0.138 -0.149 0.065
O 0.4868 -2.0292 0.4694 0.203 -0.146 -0.114
C -0.5913 -2.7949 -1.5070 0.217 -0.047 -0.138
C -1.5621 -1.7656 -1.6281 -0.340 0.189 0.190
C -2.7766 -1.9621 -2.5032 0.064 0.018 0.057
N -1.4475 -0.6801 -0.9270 -0.129 -0.167 -0.141
N -2.5236 0.1837 -0.8357 -0.266 0.187 0.067
C -2.3523 0.9690 0.2078 0.122 -0.319 -0.299
O -1.3591 0.9790 1.0121 -0.114 0.081 0.075
C -3.4977 1.8904 0.4769 -0.096 0.095 0.239
C -4.3919 2.2854 -0.5160 -0.004 -0.015 -0.058
C -5.4603 3.1138 -0.2100 -0.031 0.039 0.063
C -5.6590 3.5521 1.0945 -0.027 0.060 0.027
C -4.7680 3.1705 2.0896 -0.060 0.030 -0.048
C -3.6930 2.3517 1.7786 0.105 -0.008 -0.105
H 2.2407 -3.7279 0.0203 0.004 -0.013 -0.020
H 1.5671 -4.3547 -1.5047 -0.032 -0.037 0.007
H 0.8831 -4.8668 0.0553 0.028 -0.014 0.010
H -0.6110 -3.5996 -2.2328 0.056 0.037 -0.024
H -2.7022 -2.8785 -3.0892 0.053 -0.026 0.039
H -2.8801 -1.1054 -3.1709 -0.069 -0.008 0.013
H -3.6719 -1.9969 -1.8798 -0.036 0.004 -0.053
H -4.2290 1.9340 -1.5261 0.029 -0.036 0.024
H -6.1448 3.4331 -0.9884 0.018 -0.041 -0.029
H -6.4976 4.1992 1.3294 0.013 -0.005 0.003
H -4.9133 3.5226 3.1050 0.020 -0.025 0.012
H -2.9673 2.0500 2.5229 -0.013 0.025 0.023
O 1.6108 1.5847 -3.1960 -0.129 -0.108 0.062
S 1.8922 1.1324 -1.8381 1.087 0.720 -0.904
O 1.6047 -0.3382 -1.6637 0.183 0.001 -0.093
O 0.9579 1.7988 -0.8443 0.173 0.361 -0.274
O 3.2930 1.4027 -1.4625 -0.097 -0.073 0.199
F 4.3335 -3.6056 3.6415 -0.046 0.154 0.044
C 4.0308 -2.3979 4.1712 0.190 -0.180 0.176
F 5.2221 -1.8127 4.4619 -0.170 -0.116 0.003
F 3.4260 -2.6433 5.3568 0.129 0.024 -0.161
C 3.2053 -1.5508 3.2625 -0.176 0.244 -0.083
C 3.7552 -1.0792 2.0798 0.021 -0.014 0.065
C 2.9831 -0.2629 1.2638 -0.024 0.073 0.024
N 1.7307 0.0693 1.5843 0.090 -0.180 0.192
C 1.2151 -0.3831 2.7213 -0.160 0.111 -0.104
C 1.9106 -1.1931 3.6031 0.168 -0.066 0.036
H 4.7669 -1.3422 1.8001 -0.006 0.044 -0.051
H 3.3589 0.1576 0.3328 -0.040 -0.064 -0.079
H 0.1896 -0.0854 2.9126 -0.020 -0.065 -0.029
H 1.4563 -1.5465 4.5175 -0.035 0.038 -0.021
```
Forces are in eV/Å.

Its charge is -2. The relative energy (zero: lowest compared OMol25 entry of this formula, charge and spin) is 0.0 kcal per mole. Its LUMO energy is 4.56 eV. For the HOMO-LUMO gap, the calculation gives 5.497 eV.

***

A structure of composition C17H15AgF6IN2O2PSbSe2Te2. Source: the Open Molecules 2025 dataset; level of theory: the ωB97M-V functional and the def2-TZVPD basis.

The geometry in XYZ format:
```
50
Properties=species:S:1:pos:R:3:forces:R:3
Ag -1.1349 -0.6174 0.1358 -0.144 -0.086 0.111
Se -2.9844 0.9340 -0.6377 0.075 0.206 -0.100
Te -1.5195 2.6011 -1.8557 -0.066 -0.137 0.136
Te 0.5989 0.9624 -2.2792 0.054 0.045 -0.070
Se 0.2829 0.1006 -4.4901 0.014 -0.029 -0.068
O -1.9210 -4.7522 2.1788 0.024 0.099 -0.039
C -1.6186 -3.7477 1.5176 -0.072 -0.038 0.011
O -1.9116 -2.5395 1.7344 0.049 -0.162 0.011
C -0.7348 -3.9990 0.2538 0.008 0.156 0.050
P 0.3578 -2.5453 0.0825 -0.023 -0.139 -0.028
C 1.6322 -3.0133 -1.1306 -0.033 0.047 -0.095
C 2.9900 -3.0996 -0.8366 -0.015 -0.033 0.034
C 3.9080 -3.3805 -1.8382 0.021 -0.015 -0.035
C 3.4800 -3.5875 -3.1413 0.024 0.019 0.013
C 2.1297 -3.4879 -3.4479 -0.032 0.015 0.018
C 1.2156 -3.1870 -2.4514 0.030 -0.022 -0.027
C 1.2349 -2.4993 1.6675 -0.005 -0.072 0.076
C 1.7230 -1.1383 2.0803 0.104 0.016 0.032
C 2.3018 -1.0416 3.5211 -0.048 -0.012 -0.005
C 2.3550 -2.3201 4.2907 0.003 -0.018 -0.003
C 1.8890 -3.4719 3.8170 0.008 -0.009 0.036
C 1.3083 -3.5574 2.4781 0.002 0.032 -0.063
H -1.3812 -4.0106 -0.6268 0.003 -0.061 -0.003
H -0.2096 -4.9507 0.3219 0.007 -0.009 -0.014
H 3.3395 -2.9299 0.1737 -0.011 0.001 0.011
H 4.9636 -3.4152 -1.5993 -0.002 0.010 0.007
H 4.2006 -3.7942 -3.9234 0.002 -0.001 0.003
H 1.7895 -3.6064 -4.4690 0.004 0.003 -0.002
H 0.1684 -3.0601 -2.7045 -0.004 0.006 -0.007
H 2.4167 -0.7587 1.3286 -0.003 -0.011 0.065
H 3.2896 -0.5834 3.5033 0.019 0.007 0.012
H 2.7759 -2.2714 5.2905 0.008 0.013 -0.006
H 1.9236 -4.3712 4.4204 -0.003 -0.003 -0.006
H 0.8994 -4.5113 2.1695 0.002 -0.006 0.016
I 2.6785 2.7932 4.2923 0.021 0.026 0.026
C 1.5563 1.2776 3.4820 -0.049 -0.022 -0.085
C 1.2610 -0.0488 4.1539 0.053 0.013 0.011
N 0.0131 -0.3550 3.4571 -0.032 -0.014 -0.028
N 0.5272 -0.1764 2.1103 -0.117 0.105 -0.050
C 1.1322 1.1382 2.2341 0.079 0.014 0.073
H 1.1957 -0.0601 5.2390 -0.013 0.016 -0.004
H -0.2849 -1.3283 3.5275 -0.004 -0.018 0.005
H 1.2739 1.7579 1.3628 0.005 0.014 0.012
F 3.4842 0.0040 -0.5339 0.006 -0.006 0.002
Sb 4.8839 1.0768 0.1742 -0.072 0.176 -0.062
F 3.5914 2.3919 0.6275 0.060 -0.035 0.025
F 4.6169 0.2510 1.8656 0.023 -0.007 -0.010
F 6.2688 2.1299 0.9179 0.003 0.042 0.025
F 6.1432 -0.2623 -0.2741 0.009 -0.051 -0.029
F 5.1294 1.9153 -1.5031 0.027 -0.065 0.016
```
Forces are in eV/Å.

Its charge is -2. The relative energy (zero: lowest compared OMol25 entry of this formula, charge and spin) is 60.2 kcal per mole. Its LUMO energy (alpha / beta) is 3.68 / 2.79 eV. For the HOMO-LUMO gap (alpha / beta), the calculation gives 5.924 / 5.044 eV. The spin multiplicity is 2. As for the expectation value of S²: 0.758.

***

- What is the formula in the second record?
  C18H16F3N3O6SZn